[1]
Molecular formula: C24H25BN13O3V
Method: DFT, wB97M-V/def2-TZVPD

## Properties
Charge: -1
2S+1: 2
Energy (Ha): -2836.17761
Orbital gap (spin up / spin down) (eV): 4.6874 / 3.5113

Last column: Mulliken charge in e.
Element x y z (Å)
V1 1.500 -0.372 1.829  -0.1603
B1 2.927 0.022 4.822  0.2181
N1 3.799 -0.592 3.684  -0.3320
C1 5.069 -1.003 3.756  -0.1633
C2 5.445 -1.499 2.517  -1.1770
C3 4.307 -1.349 1.729  -0.1142
N2 3.323 -0.797 2.445  0.5792
N3 1.596 -0.772 4.794  -0.4744
C4 1.015 -1.487 5.767  -0.1827
C5 -0.197 -1.963 5.295  -1.2456
C6 -0.267 -1.491 3.983  -0.1942
N4 0.821 -0.768 3.697  0.7612
H1 2.704 1.179 4.580  -0.1695
H2 3.475 -0.156 5.876  -0.1716
H3 5.627 -0.917 4.673  0.4234
H4 6.395 -1.914 2.229  0.4089
H5 4.165 -1.627 0.699  0.2851
H6 1.496 -1.617 6.721  0.4100
H7 -0.920 -2.578 5.802  0.4180
H8 -1.033 -1.662 3.245  0.4671
N5 1.980 -0.251 -0.294  -0.0281
C7 1.714 -1.566 -0.886  -0.5409
C8 0.713 -2.309 0.037  0.5419
O1 -0.204 -2.960 -0.465  -0.7732
O2 0.975 -2.182 1.280  -0.4793
H9 1.208 0.348 -0.595  0.2590
H10 2.832 0.164 -0.659  0.3461
H11 2.621 -2.173 -0.929  0.4639
H12 1.302 -1.493 -1.894  0.2429
C9 -3.016 -0.756 0.442  -0.7563
N6 -2.735 0.221 1.482  -0.2720
C10 -1.458 0.618 1.730  0.0242
N7 -1.290 1.617 2.642  -0.3441
O3 -0.508 0.113 1.138  0.3934
H13 -3.224 -0.277 -0.520  0.1811
H14 -3.871 -1.365 0.733  0.3555
H15 -2.142 -1.394 0.320  0.2156
H16 -3.498 0.764 1.843  0.1937
H17 -1.985 1.777 3.348  0.2064
H18 -0.325 1.777 2.900  0.1957
N8 1.826 1.475 1.887  -0.3192
C11 1.889 2.417 1.175  0.7987
C12 2.025 3.408 0.220  -0.2646
C13 2.848 3.114 -0.893  0.2423
N9 3.523 2.813 -1.783  -0.6581
C14 1.298 4.614 0.284  0.2346
N10 0.696 5.601 0.343  -0.6475
N11 -5.240 -1.213 -8.857  -0.5346
C15 -4.699 -0.912 -7.888  0.0952
C16 -4.035 -0.527 -6.691  0.4378
C17 -2.820 -1.119 -6.330  -0.9562
C18 -2.149 -0.708 -5.199  -0.2818
C19 -2.677 0.303 -4.395  1.0447
C20 -3.908 0.866 -4.731  -0.4080
C21 -4.576 0.464 -5.866  -0.9304
N12 -1.968 0.773 -3.282  0.4254
C22 -2.032 2.044 -2.735  -0.2909
C23 -1.103 2.072 -1.741  -1.1850
N13 -0.472 0.856 -1.656  0.1794
C24 -1.001 0.105 -2.579  -0.9277
H19 -2.400 -1.888 -6.963  0.4183
H20 -1.199 -1.159 -4.950  0.4352
H21 -4.338 1.621 -4.088  0.3775
H22 -5.521 0.917 -6.136  0.4241
H23 -2.692 2.804 -3.113  0.4018
H24 -0.845 2.886 -1.082  0.4745
H25 -0.765 -0.934 -2.746  0.4030

---

[2]
Molecular formula: C24H25BrI2NO5SiTi
Method: DFT, wB97M-V/def2-TZVPD

## Properties
Charge: -1
Energy (Ha): -5669.21276
Orbital gap (spin up / spin down) (eV): 3.8079 / 3.8113

Last column: Mulliken charge in e.
Element x y z (Å)
Ti1 -0.671 -1.231 1.915  -0.4402
Br1 -1.573 1.736 3.315  -0.0752
C1 -2.880 0.773 2.321  0.0017
C2 -4.171 1.211 2.243  -0.5592
C3 -5.090 0.435 1.497  -0.4059
C4 -4.635 -0.717 0.886  -0.7215
C5 -3.306 -1.097 1.020  0.3138
N1 -2.399 -0.341 1.747  0.6162
C6 -2.699 -2.336 0.496  0.4341
O1 -3.281 -3.121 -0.238  -0.6882
O2 -1.472 -2.488 0.939  -0.4717
H1 -4.473 2.116 2.740  0.4729
H2 -6.117 0.746 1.422  0.4495
H3 -5.279 -1.367 0.315  0.5358
I1 -1.642 -2.224 4.225  -0.2059
I2 -3.622 -2.963 6.585  -0.8447
C7 2.821 -1.494 3.504  -1.3699
C8 1.411 -1.430 2.970  0.9696
O3 0.693 -0.428 3.196  -0.4836
O4 0.935 -2.389 2.312  -0.6813
H4 2.971 -0.694 4.224  0.3108
H5 3.514 -1.378 2.670  0.2927
H6 2.989 -2.466 3.964  0.3923
C9 2.551 2.442 -1.447  -1.8675
C10 2.010 1.754 -0.196  2.2211
C11 3.167 1.140 0.595  -1.7228
C12 1.338 2.805 0.690  -1.6746
Si1 0.716 0.369 -0.631  -0.9913
O5 0.039 -0.065 0.733  1.6331
C13 -0.602 1.103 -1.802  0.5122
C14 -0.640 0.784 -3.154  -0.2660
C15 -1.540 1.393 -4.012  -0.7060
C16 -2.429 2.338 -3.530  -0.4719
C17 -2.420 2.655 -2.183  -0.8791
C18 -1.525 2.032 -1.331  -0.0836
C19 1.543 -1.142 -1.449  1.0177
C20 1.404 -2.390 -0.848  -0.3351
C21 2.002 -3.521 -1.376  -1.0829
C22 2.746 -3.430 -2.540  -0.5535
C23 2.885 -2.202 -3.164  -0.7816
C24 2.293 -1.074 -2.620  -0.3189
H7 3.214 3.267 -1.176  0.4792
H8 1.733 2.842 -2.043  0.3668
H9 3.111 1.741 -2.061  0.3034
H10 3.922 1.893 0.830  0.5623
H11 3.639 0.334 0.034  0.3286
H12 2.793 0.737 1.534  0.2177
H13 2.069 3.526 1.061  0.4784
H14 0.871 2.330 1.550  0.1852
H15 0.574 3.340 0.130  0.3188
H16 0.041 0.039 -3.538  0.3663
H17 -1.547 1.134 -5.061  0.4021
H18 -3.121 2.825 -4.204  0.3764
H19 -3.109 3.396 -1.801  0.4148
H20 -1.539 2.274 -0.276  0.3940
H21 0.815 -2.482 0.055  0.8366
H22 1.882 -4.474 -0.882  0.4699
H23 3.218 -4.311 -2.952  0.3795
H24 3.462 -2.127 -4.077  0.3939
H25 2.413 -0.125 -3.124  0.2346

---

[3]
Molecular formula: C24H25ClN6O
Method: DFT, wB97M-V/def2-TZVPD

## Properties
Charge: 0
Energy (Ha): -1792.81608
Orbital gap (eV): 7.8470

Last column: Mulliken charge in e.
Element x y z (Å)
C1 -1.615 -4.729 -0.832  -0.8005
H1 -2.028 -4.308 -1.784  0.3421
O1 -0.350 -3.911 -0.617  -0.5384
C2 -0.590 -2.719 -0.239  1.7107
C3 -1.823 -2.192 -0.295  -1.3187
C4 -1.964 -0.759 0.307  0.1391
C5 -0.806 -0.157 0.747  -1.0186
C6 0.472 -0.677 0.386  -0.9144
C7 0.502 -1.997 0.011  -0.2039
N1 1.772 -2.805 0.008  -0.1982
C8 2.961 -2.157 0.051  0.5705
N2 3.220 -0.968 0.026  -0.2450
C9 4.624 -0.880 0.028  0.1076
C10 5.618 -1.597 0.089  0.6737
C11 5.176 -3.022 -0.182  -0.5448
N3 3.847 -3.386 0.063  -0.5535
H2 5.941 -3.972 -0.086  0.2358
Cl1 7.250 -1.378 0.091  -0.2197
C12 4.962 0.832 0.168  0.1678
C13 5.906 1.411 0.911  -0.7382
N4 5.729 2.707 0.617  -0.0296
C14 4.474 3.084 0.234  -0.0573
C15 4.005 4.322 -0.190  -0.6890
C16 2.732 4.228 -0.721  -0.5880
C17 2.178 3.138 -1.467  -0.9238
C18 2.839 1.779 -0.921  -0.9682
C19 3.984 1.573 -0.237  1.0176
H3 2.319 0.986 -1.204  0.7529
H4 1.153 2.951 -1.631  0.3968
H5 2.346 5.067 -1.090  0.4986
H6 4.507 5.252 -0.050  0.3719
H7 6.393 3.370 0.931  0.2077
H8 6.825 0.990 1.305  0.3666
H9 1.583 -3.877 -0.167  0.4152
H10 1.373 -0.260 0.778  0.7739
H11 -0.673 1.197 0.951  0.1616
N5 -3.116 -0.021 0.079  0.2710
C20 -3.196 1.435 0.562  -1.1706
H12 -2.366 1.859 -0.247  0.3757
C21 -4.606 2.028 -0.260  -2.2447
H13 -4.452 2.912 -0.152  1.0395
H14 -4.646 1.670 -1.164  0.7409
C22 -5.812 1.254 0.363  0.2924
N6 -6.962 1.533 -0.376  -0.5922
H15 -7.843 1.345 -0.032  0.2280
H16 -6.859 2.618 -0.434  0.3074
C23 -5.491 -0.334 0.367  -0.7960
C24 -4.117 -0.775 1.004  -1.3358
H17 -4.118 -1.620 0.860  0.9609
H18 -4.376 -0.227 2.069  0.2083
H19 -6.375 -0.637 0.819  0.5154
H20 -5.580 -0.524 -0.761  0.3683
H21 -5.547 1.704 1.287  0.2396
H22 -3.077 1.708 1.431  0.7216
H23 -2.645 -2.580 -0.307  0.9343
H24 -2.315 -4.690 0.139  0.3051
H25 -1.344 -5.793 -1.237  0.2704

---

[4]
Molecular formula: C24H25CoFN3O4S2
Method: DFT, wB97M-V/def2-TZVPD

## Properties
Charge: +2
2S+1: 5
Energy (Ha): -3673.34597
Orbital gap (spin up / spin down) (eV): 6.1619 / 3.1951

Last column: Mulliken charge in e.
Element x y z (Å)
Co1 -2.063 -0.650 -0.404  0.9276
C1 3.026 4.732 0.157  -1.8377
C2 3.590 3.480 -0.491  0.5256
C3 4.910 3.072 0.137  -0.9472
C4 5.486 1.858 -0.565  -1.0298
C5 4.487 0.737 -0.577  1.0367
C6 4.900 -0.572 -0.657  -0.7239
C7 3.966 -1.607 -0.663  0.1192
F1 4.417 -2.863 -0.748  -0.3402
C8 2.626 -1.375 -0.582  -1.1270
C9 2.174 -0.047 -0.497  1.0210
C10 0.745 0.210 -0.431  0.9389
O1 -0.051 -0.790 -0.404  -0.9915
C11 0.353 1.557 -0.376  -0.0768
C12 1.329 2.538 -0.356  -0.1722
N1 2.633 2.321 -0.413  0.1470
C13 3.102 1.005 -0.494  -0.7289
C14 -1.063 2.055 -0.343  0.0340
O2 -1.306 3.186 0.015  -0.6688
O3 -1.989 1.197 -0.706  -0.6803
H1 3.829 5.464 0.232  0.4290
H2 2.663 4.528 1.166  0.4045
H3 2.227 5.195 -0.420  0.5189
H4 3.746 3.658 -1.559  0.1516
H5 4.756 2.868 1.201  0.3351
H6 5.594 3.917 0.066  0.3782
H7 6.403 1.523 -0.082  0.4872
H8 5.751 2.119 -1.594  0.3383
H9 5.954 -0.812 -0.713  0.5467
H10 1.916 -2.188 -0.596  0.4221
H11 0.998 3.564 -0.299  0.6836
C15 -4.966 -0.262 -2.700  -1.2307
C16 -5.174 -0.448 -1.247  0.6316
N2 -4.248 -0.682 -0.373  0.4185
C17 -4.747 -0.732 0.915  0.1713
C18 -6.138 -0.570 0.986  -0.6138
S1 -6.780 -0.318 -0.531  -0.0260
C19 -3.837 -0.844 1.989  0.2649
C20 -4.132 -0.895 3.362  -0.5688
S2 -2.729 -0.932 4.260  -0.0356
C21 -1.763 -0.878 2.786  0.4496
N3 -2.487 -0.852 1.711  0.3021
C22 -0.285 -0.816 2.827  -0.7877
H12 -3.914 -0.392 -2.943  0.2275
H13 -5.265 0.748 -2.989  0.3839
H14 -5.572 -0.964 -3.275  0.4291
H15 -6.754 -0.571 1.872  0.3956
H16 -5.107 -0.904 3.824  0.4184
H17 0.117 -1.183 3.768  0.5545
H18 0.015 0.230 2.702  0.2816
H19 0.123 -1.373 1.984  0.0061
C23 -1.278 -5.025 -0.737  -1.3762
C24 -0.848 -3.588 -0.879  0.1893
O4 -2.012 -2.703 -0.874  -0.2901
H20 -0.402 -5.673 -0.734  0.3921
H21 -1.904 -5.339 -1.575  0.4089
H22 -1.824 -5.188 0.192  0.3196
H23 -0.292 -3.407 -1.799  0.2682
H24 -0.240 -3.247 -0.046  0.0622
H25 -2.665 -3.071 -1.479  0.2328